1.
# C45H38AsCl2IrN2O3PS

A structure of composition C45H38AsCl2IrN2O3PS (ωB97M-V/def2-TZVPD, the OMol25 dataset).

Calculated values
relative energy (zero: lowest compared OMol25 entry of this formula, charge and spin): 2.7 kcal per mole
multiplicity: 2
frontier orbital gap (alpha / beta): 7.448 / 7.449 eV
HOMO energy (alpha / beta): -7.022 / -7.070 eV

XYZ file:
```
94
C45H38AsCl2IrN2O3PS (ωB97M-V/def2-TZVPD)
Ir -0.692 1.389 -1.455
O -2.223 2.788 -1.602
N -1.834 4.060 -1.738
C -2.796 4.987 -1.534
C -2.526 6.316 -1.689
C -1.229 6.696 -2.056
C -0.269 5.738 -2.241
C -0.565 4.374 -2.072
S 0.604 3.127 -2.269
H -3.750 4.567 -1.249
H -3.308 7.040 -1.517
H -0.982 7.741 -2.180
H 0.747 5.995 -2.505
C 0.595 -1.190 0.352
C 1.630 -2.091 1.018
As 2.793 -1.349 2.448
C 3.705 -3.050 2.772
C 5.096 -3.051 2.753
C 5.809 -4.232 2.933
C 5.132 -5.423 3.139
C 3.743 -5.433 3.166
C 3.036 -4.255 2.985
C 1.488 -1.360 3.904
C 0.400 -0.489 3.824
C -0.506 -0.383 4.869
C -0.329 -1.140 6.019
C 0.763 -1.990 6.119
C 1.669 -2.097 5.072
P 1.085 0.113 -0.844
C 2.264 1.244 -0.037
C 1.964 1.762 1.220
C 2.765 2.741 1.785
C 3.870 3.221 1.099
C 4.160 2.733 -0.167
C 3.354 1.759 -0.736
C 2.119 -0.893 -1.970
C 3.455 -1.188 -1.689
C 4.165 -2.077 -2.481
C 3.550 -2.696 -3.560
C 2.219 -2.427 -3.839
C 1.511 -1.534 -3.046
H -0.056 -0.693 1.067
H -0.058 -1.831 -0.256
H 2.325 -2.510 0.287
H 1.092 -2.935 1.454
H 5.629 -2.121 2.593
H 6.891 -4.217 2.916
H 5.684 -6.344 3.280
H 3.210 -6.361 3.333
H 1.953 -4.273 3.024
H 0.262 0.149 2.959
H -1.336 0.308 4.785
H -1.029 -1.054 6.839
H 0.915 -2.573 7.020
H 2.516 -2.765 5.168
H 1.077 1.435 1.744
H 2.516 3.131 2.764
H 4.497 3.984 1.543
H 5.007 3.118 -0.720
H 3.578 1.410 -1.737
H 3.946 -0.722 -0.844
H 5.200 -2.292 -2.247
H 4.105 -3.392 -4.176
H 1.728 -2.911 -4.673
H 0.472 -1.335 -3.264
Cl -1.081 0.562 -4.065
C -2.490 -0.453 -4.027
C -2.874 -1.018 -5.235
C -3.942 -1.894 -5.275
C -4.601 -2.235 -4.106
C -4.203 -1.663 -2.911
Cl -4.988 -2.188 -1.460
C -3.168 -0.721 -2.838
N -2.863 -0.066 -1.597
C -3.954 0.696 -1.052
C -4.813 1.352 -1.927
C -5.868 2.104 -1.442
C -6.068 2.212 -0.073
C -5.195 1.575 0.791
C -4.127 0.814 0.325
C -3.149 0.239 1.312
C -2.029 1.266 1.561
O -2.116 2.003 2.531
O -1.042 1.242 0.730
H -2.323 -0.767 -6.130
H -4.249 -2.329 -6.216
H -5.412 -2.949 -4.104
H -2.488 -0.732 -0.929
H -4.643 1.289 -2.994
H -6.530 2.606 -2.136
H -6.897 2.788 0.318
H -5.323 1.671 1.863
H -2.722 -0.707 0.967
H -3.650 0.055 2.261
```

These are the Mulliken partial charges, in e, on atoms 1 to 5:
1 Ir 2.93
2 O -0.73
3 N 0.19
4 C -0.33
5 C -0.72

***

2.
# C45H38BeBrF5N2O5PSeSi2

A structure of composition C45H38BeBrF5N2O5PSeSi2 at a distorted geometry (ωB97M-V/def2-TZVPD, the OMol25 dataset).

Calculated values
total charge: -1
relative energy (zero: lowest compared OMol25 entry of this formula, charge and spin): 36.9 kcal per mole
multiplicity: 1
frontier orbital gap: 7.066 eV
HOMO energy: -4.915 eV

XYZ file:
```
101
C45H38BeBrF5N2O5PSeSi2 (ωB97M-V/def2-TZVPD)
Be 0.466 -0.823 0.146
F -1.499 -6.867 3.186
C -1.373 -5.560 2.919
C -2.347 -4.662 3.337
F -3.398 -5.084 4.057
C -2.219 -3.319 3.005
F -3.165 -2.496 3.479
C -1.159 -2.817 2.250
P -1.065 -0.945 1.702
C -0.454 -0.523 3.365
C -1.237 -0.169 4.458
C -0.628 0.177 5.653
C 0.750 0.148 5.776
C 1.531 -0.227 4.696
C 0.932 -0.557 3.499
C -2.861 -0.894 1.390
C -3.778 -0.042 1.987
C -5.112 -0.099 1.627
C -5.541 -0.988 0.656
C -4.624 -1.821 0.038
C -3.292 -1.774 0.401
C -0.162 -3.727 1.914
Br 1.444 -3.161 1.050
C -0.261 -5.078 2.237
F 0.710 -5.931 1.892
H -2.312 -0.162 4.376
H -1.235 0.492 6.493
H 1.215 0.417 6.713
H 2.606 -0.240 4.773
H 1.553 -0.814 2.658
H -3.449 0.681 2.716
H -5.823 0.557 2.109
H -6.584 -1.027 0.378
H -4.950 -2.511 -0.726
H -2.570 -2.416 -0.089
O 0.330 -1.454 -1.212
Si 1.213 -1.467 -2.537
C 0.721 -2.813 -3.778
C 1.636 -3.119 -4.781
C 1.315 -3.980 -5.811
C 0.062 -4.569 -5.849
C -0.849 -4.312 -4.837
C -0.518 -3.440 -3.813
C 1.051 0.212 -3.409
C -0.030 1.042 -3.126
C -0.171 2.281 -3.732
C 0.783 2.720 -4.635
C 1.865 1.908 -4.929
C 1.987 0.669 -4.330
C 3.031 -1.869 -2.131
C 3.382 -3.197 -1.900
C 4.680 -3.558 -1.586
C 5.663 -2.587 -1.495
C 5.334 -1.261 -1.707
C 4.032 -0.911 -2.018
H 2.621 -2.675 -4.747
H 2.035 -4.182 -6.594
H -0.200 -5.230 -6.662
H -1.824 -4.781 -4.862
H -1.229 -3.239 -3.025
H -0.770 0.709 -2.412
H -1.010 2.918 -3.483
H 0.674 3.684 -5.113
H 2.625 2.236 -5.625
H 2.837 0.051 -4.577
H 2.618 -3.959 -1.980
H 4.933 -4.596 -1.414
H 6.685 -2.857 -1.270
H 6.095 -0.495 -1.636
H 3.798 0.130 -2.186
F -1.273 4.838 -1.310
C 0.012 4.743 -0.909
C 0.621 3.538 -0.899
N 1.928 3.391 -0.564
C 2.535 2.077 -0.583
C 2.213 1.217 0.684
O 2.617 1.552 1.768
O 1.563 0.140 0.418
C 2.708 4.483 -0.233
O 3.903 4.435 -0.056
N 2.017 5.676 -0.164
C 0.694 5.950 -0.499
O 0.251 7.078 -0.441
H 0.083 2.645 -1.177
H 3.619 2.227 -0.598
H 2.199 1.532 -1.465
H 2.569 6.468 0.147
C -2.551 2.977 4.117
Si -2.213 3.342 2.263
C -3.855 3.701 1.347
C -1.105 4.896 2.278
Se -1.066 1.665 1.163
H -2.603 3.912 4.663
H -1.736 2.395 4.532
H -3.478 2.441 4.292
H -4.451 4.436 1.877
H -4.448 2.801 1.225
H -3.633 4.078 0.355
H -1.304 5.508 3.151
H -1.269 5.506 1.399
H -0.060 4.602 2.304
```

These are the Mulliken partial charges, in e, on atoms 1 to 5:
1 Be -0.04
2 F -0.32
3 C 0.47
4 C 0.32
5 F -0.31

***

3.
# C45H38Cl2F9IrN3P

A structure of composition C45H38Cl2F9IrN3P (ωB97M-V/def2-TZVPD, the OMol25 dataset).

Calculated values
total charge: +1
relative energy (zero: lowest compared OMol25 entry of this formula, charge and spin): 16.4 kcal per mole
multiplicity: 2
frontier orbital gap (alpha / beta): 7.419 / 7.355 eV
HOMO energy (alpha / beta): -10.102 / -10.910 eV

XYZ file:
```
99
C45H38Cl2F9IrN3P (ωB97M-V/def2-TZVPD)
Ir 0.704 -0.391 -0.030
C -3.431 0.186 -3.651
C -2.767 0.882 -4.806
C -3.494 1.718 -5.647
C -2.897 2.357 -6.724
C -1.549 2.174 -6.983
C -0.801 1.359 -6.148
C -1.403 0.722 -5.073
N -0.600 -0.118 -4.231
C -0.377 0.131 -2.915
N -0.585 1.408 -2.520
C -0.981 1.837 -1.234
C -0.608 1.170 -0.066
C -1.179 1.608 1.137
C -2.012 2.711 1.183
C -2.289 3.414 0.019
C -1.792 2.986 -1.200
C -2.127 3.732 -2.465
N 0.046 -0.786 -2.086
C 0.004 -2.145 -2.550
C -1.201 -2.841 -2.463
C -1.289 -4.163 -2.865
C -0.161 -4.803 -3.361
C 1.030 -4.105 -3.468
C 1.136 -2.771 -3.077
C 2.435 -2.039 -3.248
H -4.513 0.207 -3.764
H -3.187 0.666 -2.698
H -3.115 -0.856 -3.585
H -4.552 1.855 -5.461
H -3.490 2.997 -7.365
H -1.078 2.670 -7.821
H 0.256 1.207 -6.324
H -0.391 -1.055 -4.543
H -0.791 2.048 -3.272
H -0.939 1.090 2.055
H -2.433 3.030 2.127
H -2.918 4.294 0.051
H -2.732 4.607 -2.239
H -2.691 3.116 -3.171
H -1.228 4.084 -2.982
H -2.070 -2.328 -2.073
H -2.233 -4.689 -2.798
H -0.211 -5.837 -3.674
H 1.907 -4.600 -3.868
H 3.252 -2.736 -3.432
H 2.681 -1.454 -2.364
H 2.389 -1.356 -4.102
Cl 0.991 -3.789 0.344
C -0.609 -3.549 1.013
Cl -1.240 -1.891 0.695
H -0.575 -3.669 2.089
H -1.304 -4.232 0.540
F 7.375 -3.138 -2.411
C 7.469 -2.508 -1.225
F 8.593 -1.779 -1.251
F 7.611 -3.448 -0.283
C 6.256 -1.646 -0.985
C 5.234 -2.087 -0.161
C 4.099 -1.306 -0.003
C 3.987 -0.083 -0.660
C 5.033 0.360 -1.468
C 6.163 -0.422 -1.634
P 2.481 0.909 -0.400
C 2.926 2.055 0.944
C 4.237 2.154 1.404
C 4.554 3.045 2.417
C 3.564 3.843 2.970
C 2.256 3.755 2.520
C 1.938 2.857 1.514
C 3.940 4.789 4.081
F 4.360 4.115 5.165
F 2.913 5.560 4.458
F 4.944 5.599 3.707
C 2.382 1.969 -1.875
C 2.651 1.412 -3.127
C 2.524 2.170 -4.274
C 2.112 3.495 -4.178
C 1.849 4.062 -2.943
C 1.994 3.300 -1.791
C 1.920 4.295 -5.440
F 0.742 3.987 -6.022
F 2.880 4.037 -6.340
F 1.915 5.612 -5.210
H 5.321 -3.034 0.353
H 3.297 -1.653 0.639
H 4.972 1.317 -1.971
H 6.975 -0.079 -2.262
H 5.018 1.534 0.987
H 5.572 3.116 2.777
H 1.488 4.377 2.958
H 0.912 2.776 1.182
H 2.961 0.379 -3.206
H 2.757 1.744 -5.241
H 1.548 5.098 -2.874
H 1.803 3.761 -0.833
C 1.290 -0.484 1.804
H 2.103 0.051 2.289
H 0.764 -1.143 2.498
```

These are the Mulliken partial charges, in e, on atoms 1 to 5:
1 Ir 1.30
2 C -0.94
3 C 1.04
4 C -0.59
5 C -0.82

***

4.
# C45H38N10O3PtS

A structure of composition C45H38N10O3PtS at a distorted geometry (ωB97M-V/def2-TZVPD, the OMol25 dataset).

Calculated values
total charge: +2
relative energy (zero: lowest compared OMol25 entry of this formula, charge and spin): 59.0 kcal per mole
multiplicity: 5
frontier orbital gap (alpha / beta): 5.531 / 5.403 eV
HOMO energy (alpha / beta): -11.403 / -13.818 eV

XYZ file:
```
98
C45H38N10O3PtS (ωB97M-V/def2-TZVPD)
Pt 0.193 -0.295 -0.226
C -0.573 6.095 -2.371
C 0.802 5.966 -2.573
C 1.489 4.823 -2.170
C 0.754 3.829 -1.561
C 1.173 2.520 -1.034
N 0.110 1.807 -0.614
C -1.081 2.722 -0.682
N -2.223 2.061 -1.310
C -3.067 -0.262 -0.535
C -4.169 -1.042 -0.975
C -5.533 -0.817 -1.194
C -6.293 -1.877 -1.652
C -5.726 -3.136 -1.887
C -4.374 -3.359 -1.671
C -3.608 -2.297 -1.225
C -2.197 -2.240 -0.880
N -1.473 -3.327 -0.852
C -0.234 -3.341 -0.404
N 0.586 -2.296 -0.128
C 1.801 -2.842 0.352
N 2.899 -2.220 0.623
C 3.101 -0.941 0.359
N 2.191 -0.005 -0.146
C 2.892 1.127 -0.445
N 2.449 2.257 -0.958
C 4.287 0.933 -0.108
C 5.383 1.774 -0.242
C 6.609 1.284 0.176
C 6.732 -0.009 0.706
C 5.636 -0.845 0.833
C 4.407 -0.343 0.423
C 1.675 -4.288 0.416
C 2.551 -5.270 0.830
C 2.120 -6.587 0.711
C 0.863 -6.901 0.192
C -0.009 -5.904 -0.225
C 0.428 -4.599 -0.097
N -1.869 -0.961 -0.489
C -0.601 3.961 -1.364
C -1.302 5.091 -1.745
H -1.079 6.992 -2.704
H 1.344 6.773 -3.050
H 2.554 4.706 -2.325
H -6.000 0.142 -1.019
H -7.350 -1.730 -1.833
H -6.354 -3.944 -2.240
H -3.920 -4.329 -1.842
H 5.278 2.769 -0.659
H 7.491 1.906 0.086
H 7.709 -0.360 1.015
H 5.728 -1.848 1.230
H 3.517 -5.019 1.244
H 2.776 -7.390 1.025
H 0.564 -7.939 0.114
H -0.983 -6.133 -0.638
H -2.370 5.188 -1.586
C -4.343 1.532 2.767
C -5.213 1.524 1.503
C -4.494 2.062 0.263
S -2.862 1.333 0.061
O -1.573 3.054 0.570
C -2.077 1.415 -2.621
C -3.379 1.376 -3.413
C -3.278 0.400 -4.580
H -4.956 1.413 3.659
H -3.790 2.472 2.862
H -3.620 0.709 2.762
H -6.088 2.156 1.655
H -5.578 0.514 1.310
H -4.255 3.122 0.361
H -5.016 1.892 -0.678
H -1.646 0.418 -2.541
H -1.342 2.030 -3.144
H -3.602 2.381 -3.775
H -4.203 1.076 -2.759
H -2.474 0.681 -5.264
H -4.208 0.379 -5.149
H -3.080 -0.616 -4.224
O 3.540 -4.425 4.503
C 2.988 -3.570 5.490
N 2.416 -2.447 4.783
C 1.189 -1.950 5.086
O 0.506 -2.316 6.020
C 0.691 -0.840 4.195
C 0.189 0.322 4.762
C -0.323 1.304 3.938
C -0.350 1.091 2.574
N 0.105 -0.042 2.031
C 0.626 -0.993 2.822
H 4.123 -5.057 4.939
H 3.759 -3.228 6.179
H 2.189 -4.041 6.054
H 2.950 -2.081 4.011
H 0.208 0.445 5.839
H -0.703 2.233 4.340
H -0.726 1.843 1.902
H 0.977 -1.898 2.364
```

These are the Mulliken partial charges, in e, on atoms 1 to 5:
1 Pt 3.08
2 C -0.83
3 C -0.72
4 C -0.17
5 C 0.19